Entry w
Computed, not measured: C15H31BeBrP2 as an isolated structure, with the ωB97M-V functional and the def2-TZVPD basis.

Calculated values
- HOMO-LUMO gap (Ha) = 0.2226

XYZ file:
```
50
C15H31BeBrP2 the ωB97M-V functional and the def2-TZVPD basis
P 0.768 6.318 -2.310
P 0.151 4.606 -4.936
C 1.070 7.108 -3.972
C 0.242 6.463 -5.091
H 2.139 6.997 -4.193
H 0.863 8.185 -3.904
H -0.787 6.841 -5.053
H 0.648 6.725 -6.078
C 1.515 4.138 -6.104
H 1.482 3.058 -6.283
H 2.486 4.370 -5.656
H 1.431 4.660 -7.066
C -1.298 4.306 -6.057
H -1.177 4.801 -7.029
H -2.211 4.677 -5.581
H -1.417 3.230 -6.220
C 2.263 6.966 -1.420
H 2.185 6.728 -0.354
H 2.373 8.051 -1.534
H 3.160 6.475 -1.810
C -0.496 7.500 -1.638
H -1.451 7.355 -2.152
H -0.184 8.545 -1.752
H -0.656 7.292 -0.575
Be 0.000 0.000 0.000
C -0.881 0.626 -1.947
C 0.480 0.436 -2.159
C 1.509 1.551 -2.264
C 2.197 1.877 -0.916
C 1.276 1.804 0.282
C -0.047 2.230 0.330
C -0.779 2.925 -0.806
C -1.574 1.950 -1.708
C 0.145 -0.495 2.012
H -1.545 -0.196 -2.208
H 0.789 -0.533 -2.542
H 1.040 2.447 -2.679
H 2.280 1.248 -2.980
H 3.005 1.157 -0.749
H 2.671 2.869 -0.971
H 1.776 1.622 1.232
H -0.500 2.323 1.315
H -0.069 3.503 -1.403
H -1.481 3.649 -0.378
H -2.535 1.732 -1.231
H -1.806 2.437 -2.668
H -0.683 -1.141 2.323
H 0.159 0.398 2.650
H 1.080 -1.049 2.171
Br -0.746 -2.098 -0.338
```

---

Entry x
Computed, not measured: C15H31BeBrP2 as an isolated structure, with the ωB97M-V functional and the def2-TZVPD basis.

Calculated values
- HOMO-LUMO gap (Ha) = 0.2812

XYZ file:
```
50
C15H31BeBrP2 the ωB97M-V functional and the def2-TZVPD basis
P 0.577 -3.457 -0.876
P -0.403 0.040 -0.931
C -0.767 -2.544 -1.835
C -0.292 -1.192 -2.384
H -1.588 -2.456 -1.081
H -1.122 -3.179 -2.681
H 0.743 -1.248 -2.804
H -1.018 -0.790 -3.133
C -2.130 0.609 -1.343
H -2.413 1.620 -1.028
H -2.846 -0.083 -0.886
H -2.279 0.540 -2.426
C 0.408 1.595 -1.554
H -0.131 1.984 -2.425
H 1.434 1.346 -1.846
H 0.449 2.393 -0.791
C 0.728 -5.041 -1.754
H 0.720 -5.813 -0.979
H 1.704 -5.110 -2.259
H -0.118 -5.165 -2.436
C 2.254 -2.805 -1.099
H 2.300 -1.814 -0.596
H 2.539 -2.819 -2.176
H 2.878 -3.518 -0.503
Be 0.051 -3.552 1.046
C 1.097 4.503 1.087
C -0.231 4.356 0.820
C -1.443 3.853 1.620
C -1.724 2.332 1.556
C -0.556 1.436 1.210
C 0.704 1.369 1.769
C 1.960 2.105 1.458
C 2.007 3.600 1.940
C -1.596 -3.524 1.541
H 1.563 5.369 0.566
H -0.562 4.874 -0.099
H -2.319 4.369 1.174
H -1.430 4.177 2.681
H -2.010 1.975 2.560
H -2.601 2.116 0.897
H -0.979 0.376 1.205
H 0.791 0.590 2.607
H 2.277 2.079 0.401
H 2.766 1.522 1.934
H 1.771 3.688 3.018
H 3.041 3.999 1.869
H -1.861 -4.231 2.331
H -2.013 -3.898 0.595
H -2.029 -2.563 1.817
Br 1.702 -4.011 2.219
```

---

Most stable: entry w

---

Entry w
Computed, not measured: C47H41BN2O2RhS2Sb as an isolated structure, with the ωB97M-V functional and the def2-TZVPD basis.

Calculated values
- HOMO-LUMO gap (Ha) = 0.2950

XYZ file:
```
97
C47H41BN2O2RhS2Sb the ωB97M-V functional and the def2-TZVPD basis
Rh 0.335 0.556 2.332
S 1.384 -0.263 4.250
C 2.306 1.172 3.956
N 2.015 1.808 2.843
C 2.873 2.874 2.620
C 2.913 3.682 1.488
C 3.834 4.710 1.438
C 4.722 4.936 2.493
C 4.717 4.117 3.606
C 3.792 3.081 3.655
S 3.589 1.863 4.885
H 2.250 3.487 0.660
H 3.872 5.346 0.563
H 5.435 5.747 2.431
H 5.420 4.273 4.414
N -8.482 -3.997 2.716
C -7.435 -3.524 2.672
C -6.127 -2.931 2.612
C -5.086 -3.600 1.971
C -3.833 -3.023 1.905
C -3.594 -1.766 2.472
C -4.645 -1.113 3.126
C -5.899 -1.687 3.195
C -2.310 -1.146 2.378
C -1.234 -0.587 2.304
H -5.265 -4.572 1.532
H -3.021 -3.545 1.418
H -4.462 -0.149 3.581
H -6.708 -1.177 3.700
C 3.701 -4.877 -3.560
C 3.690 -5.108 -2.043
C 5.058 -5.645 -1.600
C 2.634 -6.169 -1.732
C 3.408 -3.786 -1.326
C 4.264 -2.700 -1.537
C 4.073 -1.461 -0.934
C 2.983 -1.339 -0.106
O 2.522 -0.233 0.569
B 1.371 -0.669 1.241
O 1.144 -2.019 0.999
C 2.140 -2.406 0.134
C 2.321 -3.635 -0.459
H 3.889 -5.817 -4.083
H 4.475 -4.168 -3.856
H 2.738 -4.486 -3.896
H 5.264 -6.602 -2.085
H 5.082 -5.796 -0.519
H 5.862 -4.955 -1.860
H 2.865 -7.082 -2.284
H 1.636 -5.843 -2.030
H 2.613 -6.420 -0.670
H 5.115 -2.820 -2.196
H 4.740 -0.628 -1.117
H 1.630 -4.438 -0.251
C -1.047 4.336 1.701
C -0.562 4.516 0.288
C -0.360 5.804 -0.200
C 0.051 6.026 -1.505
C 0.253 4.952 -2.356
C 0.059 3.661 -1.886
C -0.324 3.430 -0.567
Sb -0.724 1.458 0.160
C -0.204 0.204 -1.486
C 1.025 0.496 -2.082
C 1.538 -0.291 -3.102
C 0.823 -1.398 -3.526
C -0.386 -1.706 -2.923
C -0.919 -0.928 -1.897
C -2.202 -1.365 -1.250
C -2.845 1.692 0.202
C -3.440 1.644 1.462
C -4.792 1.897 1.625
C -5.567 2.195 0.514
C -4.980 2.250 -0.738
C -3.616 2.018 -0.919
C -3.043 2.168 -2.303
H -0.983 5.273 2.254
H -0.463 3.591 2.247
H -2.090 4.009 1.711
H -0.529 6.646 0.461
H 0.203 7.039 -1.858
H 0.554 5.113 -3.383
H 0.197 2.832 -2.567
H 1.615 1.333 -1.730
H 2.496 -0.049 -3.542
H 1.208 -2.029 -4.317
H -0.938 -2.581 -3.246
H -2.728 -2.079 -1.883
H -2.874 -0.533 -1.039
H -1.984 -1.841 -0.294
H -2.844 1.378 2.326
H -5.238 1.854 2.611
H -6.628 2.381 0.621
H -5.587 2.482 -1.606
H -3.776 1.877 -3.055
H -2.148 1.567 -2.458
H -2.773 3.211 -2.487
```

---

Entry x
Computed, not measured: C47H41BN2O2RhS2Sb as an isolated structure, with the ωB97M-V functional and the def2-TZVPD basis.

Calculated values
- HOMO-LUMO gap (Ha) = 0.2536

XYZ file:
```
97
C47H41BN2O2RhS2Sb the ωB97M-V functional and the def2-TZVPD basis
Rh -0.579 -1.659 -1.036
S -1.311 -2.758 -3.170
C -0.555 -3.964 -2.213
N 0.253 -3.563 -1.235
C 0.715 -4.614 -0.470
C 1.577 -4.524 0.620
C 1.954 -5.690 1.256
C 1.496 -6.932 0.821
C 0.645 -7.035 -0.266
C 0.257 -5.867 -0.905
S -0.794 -5.675 -2.293
H 1.922 -3.558 0.954
H 2.613 -5.639 2.112
H 1.802 -7.829 1.342
H 0.288 -7.998 -0.602
N -7.371 -3.187 6.086
C -6.547 -3.027 5.300
C -5.531 -2.826 4.332
C -5.125 -1.530 4.005
C -4.140 -1.338 3.063
C -3.544 -2.431 2.417
C -3.947 -3.728 2.767
C -4.929 -3.927 3.713
C -2.564 -2.219 1.426
C -1.765 -1.987 0.538
H -5.589 -0.685 4.496
H -3.814 -0.340 2.811
H -3.476 -4.572 2.282
H -5.238 -4.927 3.983
C 6.292 2.671 -0.847
C 6.142 2.099 0.562
C 6.016 3.274 1.542
C 7.405 1.291 0.891
C 4.918 1.200 0.689
C 4.629 0.622 1.927
C 3.537 -0.204 2.144
C 2.711 -0.440 1.066
O 1.578 -1.191 0.989
B 1.116 -1.044 -0.331
O 2.006 -0.232 -1.062
C 2.983 0.133 -0.170
C 4.075 0.942 -0.392
H 7.156 3.335 -0.880
H 5.418 3.252 -1.142
H 6.450 1.886 -1.587
H 6.878 3.936 1.450
H 5.964 2.933 2.575
H 5.116 3.854 1.334
H 8.292 1.917 0.785
H 7.505 0.440 0.217
H 7.382 0.911 1.911
H 5.287 0.819 2.762
H 3.338 -0.641 3.112
H 4.246 1.356 -1.374
C 0.214 1.046 -4.320
C -0.508 2.307 -3.940
C -0.488 3.422 -4.770
C -1.139 4.592 -4.411
C -1.825 4.669 -3.211
C -1.861 3.567 -2.372
C -1.210 2.399 -2.737
Sb -1.301 0.797 -1.349
C -3.431 0.747 -1.068
C -4.070 0.871 0.154
C -5.443 0.732 0.273
C -6.202 0.449 -0.846
C -5.577 0.319 -2.073
C -4.200 0.465 -2.210
C -3.603 0.315 -3.579
C -0.194 1.858 0.171
C 0.850 2.588 -0.402
C 1.801 3.239 0.364
C 1.733 3.153 1.741
C 0.714 2.421 2.320
C -0.258 1.768 1.566
C -1.305 1.010 2.316
H 0.678 1.138 -5.300
H -0.464 0.189 -4.349
H 1.000 0.807 -3.598
H 0.045 3.371 -5.711
H -1.109 5.448 -5.072
H -2.331 5.582 -2.926
H -2.401 3.622 -1.433
H -3.497 1.067 1.042
H -5.911 0.831 1.243
H -7.273 0.321 -0.766
H -6.166 0.090 -2.952
H -4.357 -0.019 -4.290
H -2.800 -0.426 -3.591
H -3.194 1.257 -3.947
H 0.930 2.667 -1.479
H 2.594 3.796 -0.117
H 2.473 3.639 2.362
H 0.667 2.339 3.399
H -0.981 0.825 3.339
H -1.513 0.042 1.853
H -2.228 1.586 2.370
```

---

Most stable: entry w

---

Entry w
Computed, not measured: a 3-piece molecular cluster, C2H11N2O2 overall, with the ωB97M-V functional and the def2-TZVPD basis.

Calculated values
- charge = +1
- HOMO-LUMO gap (Ha) = 0.4301

XYZ file:
```
17
C2H11N2O2 the ωB97M-V functional and the def2-TZVPD basis
C 2.333 -0.664 1.055
N 1.183 -0.219 0.283
C 1.328 0.234 -0.929
N 0.464 0.769 -1.722
H 2.672 -1.746 0.867
H 2.138 -0.714 2.172
H 3.223 -0.055 0.788
H 0.388 0.174 0.829
H 2.355 0.037 -1.366
H -0.517 0.984 -1.539
H 0.728 1.170 -2.616
H -3.205 -1.250 0.861
H -4.280 -1.409 -0.067
O -3.792 -0.674 0.316
H -1.413 1.811 0.694
H -2.251 0.529 0.196
O -1.355 1.022 0.178
```

---

Entry x
Computed, not measured: a 3-piece molecular cluster, C2H11N2O2 overall, with the ωB97M-V functional and the def2-TZVPD basis.

Calculated values
- charge = +1
- HOMO-LUMO gap (Ha) = 0.4342

XYZ file:
```
17
C2H11N2O2 the ωB97M-V functional and the def2-TZVPD basis
C -0.102 0.461 1.964
N 0.699 -0.963 -1.302
C 0.330 -0.765 -0.052
N 0.466 0.345 0.615
H -0.302 1.517 2.141
H -1.068 -0.030 2.041
H 0.606 0.113 2.707
H 1.418 -0.364 -1.676
H 0.393 -1.811 -1.748
H -0.238 -1.553 0.426
H 0.781 1.183 0.149
H -3.340 -1.879 -0.566
H -3.043 -1.189 0.757
O -2.833 -1.161 -0.180
H 1.569 2.620 -1.790
H 2.775 1.724 -1.933
O 1.888 1.752 -1.552
```

---

Entry y
Computed, not measured: a 3-piece molecular cluster, C2H11N2O2 overall, with the ωB97M-V functional and the def2-TZVPD basis.

Calculated values
- charge = +1
- HOMO-LUMO gap (Ha) = 0.3519

XYZ file:
```
17
C2H11N2O2 the ωB97M-V functional and the def2-TZVPD basis
C 0.145 -0.530 -0.651
C -0.478 -0.724 -1.819
N -0.400 0.230 -2.817
N -0.770 -1.153 0.519
H 0.471 0.550 -0.456
H -0.953 -1.729 -2.052
H -1.046 -0.094 -3.513
H 0.449 0.713 -3.063
H -0.118 -1.639 1.060
H -1.467 -1.739 0.027
H -1.351 -0.465 1.090
H 2.788 1.664 0.146
H 1.924 1.374 1.223
O 2.002 1.978 0.548
H 0.258 0.975 3.129
H -1.107 0.367 3.589
O -0.349 0.222 3.041
```

---

Entry z
Computed, not measured: a 3-piece molecular cluster, C2H11N2O2 overall, with the ωB97M-V functional and the def2-TZVPD basis.

Calculated values
- charge = +1
- HOMO-LUMO gap (Ha) = 0.3407

XYZ file:
```
17
C2H11N2O2 the ωB97M-V functional and the def2-TZVPD basis
C -0.224 -0.604 0.409
C -0.433 0.104 -0.734
N 0.178 -0.565 -1.954
N -1.030 -0.740 1.495
H 0.656 -1.277 0.426
H -0.445 1.173 -0.894
H 0.197 -1.579 -1.957
H 1.050 -0.088 -2.239
H -0.496 -0.280 -2.662
H -2.009 -0.863 1.286
H -0.580 -0.790 2.408
H -0.228 -0.069 4.886
H -1.581 0.460 4.483
O -0.877 -0.125 4.175
H 1.645 2.320 -3.431
H 2.523 1.279 -2.966
O 1.653 1.646 -2.730
```

---

Most stable: entry x

---

Entry w
Computed, not measured: one molecule with the formula C5H8FNS, with the ωB97M-V functional and the def2-TZVPD basis.

Calculated values
- HOMO-LUMO gap (Ha) = 0.3574
- SMILES string = C=C[C@@](C)(F)/C=N/S

XYZ file:
```
16
C5H8FNS the ωB97M-V functional and the def2-TZVPD basis
C 1.551 1.882 0.229
C 0.972 0.903 -0.462
C 0.378 -0.352 0.174
C 0.978 -1.660 -0.307
F 0.520 -0.354 1.553
C -1.162 -0.191 -0.141
N -2.083 0.014 0.747
S -3.639 0.310 0.021
H 1.591 1.844 1.306
H 2.082 2.656 -0.268
H 1.153 0.835 -1.515
H 0.535 -2.384 0.295
H 0.701 -1.808 -1.380
H 2.081 -1.692 -0.157
H -1.401 -0.151 -1.235
H -4.256 0.149 1.141
```

---

Entry x
Computed, not measured: C5H8FNS as an isolated structure, with the ωB97M-V functional and the def2-TZVPD basis.

Calculated values
- HOMO-LUMO gap (Ha) = 0.3191

XYZ file:
```
16
C5H8FNS the ωB97M-V functional and the def2-TZVPD basis
C 2.341 -0.510 -0.673
C 1.992 0.760 0.262
C 0.492 1.123 0.525
C -0.538 1.427 -0.726
C -1.249 0.185 0.004
H 1.847 -0.509 -1.707
H 3.527 -0.415 -0.923
H 2.475 0.699 1.302
H 2.531 1.814 -0.105
H 0.678 1.908 1.240
H -1.196 2.415 -0.685
H -0.112 1.461 -1.777
H -0.272 -0.567 1.935
N -0.276 -0.005 0.839
F 1.909 -1.641 0.052
S -2.685 -0.620 -0.123
```

---

Most stable: entry w